1.
ORCA calculation (ωB97M-V/def2-TZVPD) on a molecular structure, C36H42N4O4PdTe.

Values from the calculation:
HOMO in eV: -0.69
Energy above the lowest of the compared OMol25 structures with the same formula, charge and spin in kcal per mole: 4.9
Frontier orbital gap in eV: 4.827
Strongest force on any atom in hartree/bohr: 0.0151

ORCA input file:
```
! wB97M-V def2-TZVPD RIJCOSX def2/J DEFGRID3
* xyz -2 1
Te -3.57574 0.51478 -0.62226
Pd -0.95098 0.01016 0.52977
O -3.35978 -3.98889 -2.01979
O -1.81662 -4.00846 -0.42064
O -0.70292 3.32264 -2.42653
O -2.07099 2.08318 1.73678
N -1.50841 -2.62806 -2.22369
N -1.62196 2.28961 -0.55783
N 1.13504 -0.34820 1.39223
N -0.38820 -1.91530 -1.76629
C 2.91970 -1.76775 0.45376
C 3.22624 0.19176 -1.71423
C -0.72238 3.03960 -1.22849
C -0.39804 -0.44277 4.70412
C -6.72853 -0.46773 -3.39201
C 1.96648 -0.63938 5.04713
C 2.34010 4.44004 0.64479
C -6.98209 0.05170 -4.65263
C 4.34807 1.06361 -1.15211
C -4.78276 1.01737 -4.67558
C 4.74027 0.52721 0.22426
C 2.03926 0.23680 -0.74786
C -3.78448 -3.51866 -3.29586
C 0.35640 3.49393 -0.25344
C 1.10556 -0.48069 2.73279
C 0.05979 2.95147 0.97067
C -2.19435 -3.52267 -1.45073
C 2.37989 -0.33858 0.63794
C -4.51848 0.49311 -3.41129
C -3.21198 0.72987 -2.69789
C 2.03242 3.88157 1.88727
C -1.80670 -0.39248 5.24390
C 0.87610 3.12107 2.06770
C 3.16784 -0.75075 5.95641
C -1.27036 2.24458 0.81238
C -0.18839 -0.46122 3.35355
C 3.71461 -1.25428 -1.86147
C 4.13115 -1.79864 -0.48899
C 0.69913 -0.50564 5.58721
C -5.50378 -0.26260 -2.75687
C 1.49554 4.24619 -0.45134
C -6.00233 0.79757 -5.29928
C -5.19709 -0.77522 -1.37110
C 5.24655 -0.91406 0.08263
C 3.53674 0.53422 1.18158
C 2.17447 -0.64731 3.66594
H -4.02178 1.61474 -5.16392
H -1.02235 -0.48004 2.65086
H 5.21874 1.06698 -1.82151
H 0.63489 2.64864 3.01236
H 3.89940 0.16645 2.13883
H -0.58917 -1.26804 -0.95692
H -2.77990 1.71559 -2.86648
H 0.55214 -0.48346 6.66259
H -7.49472 -1.03930 -2.87939
H 3.99503 2.09615 -1.06169
H 1.19943 -0.31590 -1.16219
H 2.71696 4.02129 2.71613
H 0.27321 -2.60635 -1.42010
H 4.49325 -2.82758 -0.59350
H 3.75602 0.17185 5.95959
H -4.70077 -4.05573 -3.52806
H 6.12595 -0.94408 -0.57352
H -4.88929 -1.82269 -1.37145
H -7.94343 -0.11668 -5.12335
H 3.83727 -1.55345 5.63533
H 3.25152 5.01642 0.53190
H -2.46067 -0.00185 -2.98735
H -1.83727 0.12943 6.20375
H -4.01553 -2.45301 -3.28007
H -6.06665 -0.68091 -0.72006
H 3.18654 -2.17561 1.43569
H 2.86369 -0.95557 6.98509
H -2.03719 -2.09242 -2.89094
H 1.70028 1.26971 -0.61386
H 2.10678 -2.38883 0.06245
H -3.03312 -3.72696 -4.06013
H -2.47290 0.12286 4.55179
H 3.16822 1.55105 1.33809
H 1.71585 4.65476 -1.43067
H 5.55501 -1.29549 1.06276
H 2.90784 0.57415 -2.68836
H 3.19245 -0.78858 3.33324
H 5.53397 1.15166 0.65021
H -6.19291 1.21947 -6.27860
H 2.91013 -1.86845 -2.27879
H 4.56146 -1.30278 -2.55855
H -2.20237 -1.40012 5.40417
*
```


2.
ORCA calculation (ωB97M-V/def2-TZVPD) on a molecular structure, C30H29ClCsN3O10P.

Values from the calculation:
HOMO in eV: -6.01
Energy above the lowest of the compared OMol25 structures with the same formula, charge and spin in kcal per mole: 4.9
Frontier orbital gap in eV: 8.040
Strongest force on any atom in hartree/bohr: 0.0116

ORCA input file:
```
! wB97M-V def2-TZVPD RIJCOSX def2/J DEFGRID3
* xyz -1 1
Cs -1.71580 -0.37785 2.26431
Cl -0.78164 -2.55044 4.81624
P 1.95469 -0.25307 -1.00427
O -0.81131 1.48001 0.29388
O -3.95025 1.49365 2.04319
O -0.03443 -3.79786 4.85993
O -2.20934 -2.18383 -1.30238
O -1.19062 -2.13234 6.12572
O -3.79098 -3.74939 -1.53452
O -1.94382 -2.73776 3.98323
O -4.91575 2.69767 0.39043
O 0.08333 -1.53821 4.23897
O 1.13770 -3.66785 2.14093
N 0.21234 -3.14830 1.27081
N -1.63317 3.47495 -0.31143
N -4.07598 -0.49945 -0.13023
C 4.07908 -4.36208 -0.54134
C 2.94624 0.86915 -3.33786
C -1.31676 2.18722 -0.57601
C -5.79808 -1.97897 -0.89935
C -1.62877 1.63303 -1.94338
C -6.37427 0.10256 0.11347
C 2.14414 -2.93654 -0.26546
C 0.71805 -2.79889 0.15326
C 2.28981 -0.22514 1.82043
C 2.77099 -4.17770 -0.12595
C 4.77554 -3.30003 -1.09334
C 4.16652 -2.06313 -1.22645
C -3.36113 -2.50955 -1.20817
C -6.77135 -1.08297 -0.46679
C 1.91411 2.52129 1.97833
C -4.57754 1.65251 0.97093
C -2.47843 4.25421 -1.20345
C 1.94640 1.89319 0.74645
C -5.00734 0.35263 0.28281
C 2.06942 1.77648 3.14445
C -4.47347 -1.62790 -0.72105
C -1.53945 3.88351 1.08714
C 4.95801 2.16395 -3.57833
C 3.16979 0.73474 -1.97125
C 2.85095 -1.85581 -0.81972
C 2.14325 0.51278 0.65164
C 3.83715 1.57299 -4.14218
C 5.18447 2.04650 -2.21047
C 2.25719 0.40785 3.06271
C 4.29837 1.33819 -1.41586
H -0.98816 2.08063 -2.70653
H -7.82211 -1.31481 -0.59095
H -1.81948 4.93255 1.15970
H 2.02764 2.26147 4.11162
H -2.66929 1.83004 -2.20672
H 0.65790 -3.75621 2.97951
H 0.00618 -2.35861 -0.53622
H 2.34979 -0.19163 3.95668
H -1.45737 0.56016 -1.90590
H 5.79923 -3.43370 -1.42304
H 6.05600 2.50919 -1.76392
H 3.64802 1.66502 -5.20414
H -0.52109 3.74653 1.44789
H -3.52266 3.93582 -1.13805
H 4.47656 1.25125 -0.35073
H 2.06298 0.41752 -3.77573
H 4.72481 -1.24845 -1.66713
H -6.05227 -2.92023 -1.36336
H 2.21744 -4.99182 0.31872
H -7.08592 0.84640 0.44306
H -2.12727 4.17318 -2.23146
H 2.42386 -1.29967 1.79458
H -2.21948 3.29149 1.70604
H -2.41917 5.30044 -0.91019
H 1.74007 3.58952 2.03174
H 5.65080 2.71968 -4.19747
H -3.00402 -4.23813 -1.80356
H 4.55400 -5.32889 -0.43181
H 1.78512 2.47728 -0.15269
*
```


3.
ORCA calculation (ωB97M-V/def2-TZVPD) on C4H7NO in the gas phase at a distorted geometry.

Values from the calculation:
HOMO in eV: -9.82
Energy above the lowest of the compared OMol25 structures with the same formula, charge and spin in kcal per mole: 97.0
Frontier orbital gap in eV: 10.761
Strongest force on any atom in hartree/bohr: 0.0744

ORCA input file:
```
! wB97M-V def2-TZVPD RIJCOSX def2/J DEFGRID3
* xyz 0 1
O 1.77899 -0.23823 1.14465
N -0.69792 0.12026 -1.03905
C -0.40375 -1.51095 0.78554
C -0.12333 0.85897 0.04141
C 0.33236 1.59431 -1.11293
C 0.62575 -0.20565 0.79493
H 1.18266 1.28959 -1.70630
H 0.08449 2.66920 -1.21610
H -1.23890 -1.27695 1.45893
H 0.01035 -0.55976 -1.36358
H -0.90386 1.39030 0.58783
H -0.91623 -2.03963 -0.06423
H 0.26534 -2.23894 1.20515
*
```


4.
ORCA calculation (ωB97M-V/def2-TZVPD) on 9 unconnected molecules or ions with the total composition C37H57F5O24P at a distorted geometry.

Values from the calculation:
HOMO in eV: -11.92
Frontier orbital gap in eV: 8.987
Strongest force on any atom in hartree/bohr: 0.0465

ORCA input file:
```
! wB97M-V def2-TZVPD RIJCOSX def2/J DEFGRID3
* xyz 1 1
P -5.16939 2.58633 -0.65364
F -2.37714 2.55303 -1.94184
F -2.37011 2.19711 0.87190
F -0.76319 1.31514 -0.16744
F -0.41749 3.34855 -1.73380
F -0.41942 3.10149 0.85629
O 5.50101 -9.68178 -3.76803
O -5.62953 2.65620 -5.56012
O 0.07589 -2.93853 3.04160
O 0.43887 1.66672 6.53649
O 0.76852 -4.82026 0.22950
O -1.11096 -3.68233 8.70312
O 7.35163 -8.38778 -3.73973
O -3.51796 5.76934 -7.69247
O -0.23826 -2.49746 10.41254
O 0.87165 -7.07117 0.34709
O 1.54835 -3.16785 4.70344
O 1.81508 5.71770 -1.26506
O -2.38323 7.65773 -8.07982
O -3.62265 3.12941 -4.73389
O 3.92725 6.05770 -1.91395
O 1.09590 2.69444 4.65995
O 2.38196 7.67129 -2.24227
O -5.45213 4.07553 -3.82348
O 2.04119 -1.82551 2.96801
O 5.51795 -7.79701 -2.56268
O 1.11986 -3.41138 8.89052
O 0.90154 3.87660 6.57415
O 2.54012 -5.89380 -0.61554
O -1.82005 5.76874 -9.18124
C 3.93128 4.85291 -1.12943
C 1.09270 -2.39149 10.93477
C 4.31134 -9.70290 -2.96170
C 0.63592 1.00137 2.97784
C 1.93560 -2.53463 9.69154
C 3.30246 -3.12887 9.93481
C -3.93806 6.70940 -6.69220
C 4.08474 -4.06036 -1.03678
C -2.09477 4.67611 -0.90524
C -0.17135 -3.23866 9.28280
C -0.37417 -4.04484 3.84508
C -5.41272 6.56674 -6.40400
C 2.68175 6.59427 -1.84728
C 0.20357 0.75159 5.46244
C -1.59599 3.25747 -1.12044
C 4.88180 3.82909 -1.70284
C 1.29359 -2.57395 3.52047
C 4.15887 -8.24448 -2.60916
C 2.64772 -4.52561 -1.04890
C -4.94729 3.34758 -4.63687
C -4.48198 4.14123 0.00622
C 0.82198 2.85113 5.98480
C -3.54227 8.02307 -7.32129
C 1.34511 -6.03239 0.01935
C 1.10968 1.28425 4.38052
C -4.66869 2.10317 -6.49163
C -3.43768 2.01546 -5.62668
C -2.50112 6.34382 -8.39989
C 1.76160 -3.82460 -0.05114
C -1.29513 2.46815 0.16289
C 3.14386 -10.28318 -3.72371
C 2.47719 4.45106 -1.18571
C -5.13703 0.78043 -7.04728
C 6.23808 -8.60209 -3.39167
C 0.62045 -5.04301 5.95181
C 0.33229 -3.79989 5.15253
C -3.60429 4.88238 -1.03424
H 1.23416 -1.43507 11.43250
H -3.78053 5.93892 -0.85965
H -0.28146 -5.63908 6.08858
H 4.58344 -4.36880 -0.11757
H 2.02591 -1.58225 9.16209
H 2.27089 -3.56951 0.88078
H 3.90593 -3.08230 9.02808
H 1.00522 -4.77353 6.93329
H 1.25034 -3.19803 11.65466
H 3.09594 -9.86925 -4.73169
H 2.15289 3.90654 -0.30073
H -4.24604 1.53314 -0.65254
H -5.53186 0.14302 -6.25464
H -4.29851 8.41473 -8.00590
H 2.22336 3.87037 -2.07635
H -5.35205 4.77240 0.18581
H 5.91464 4.11847 -1.51095
H -3.39142 1.09865 -5.03367
H 2.13246 0.92291 4.51310
H -5.98744 6.48382 -7.32722
H -4.32308 0.26131 -7.55268
H 1.30134 -2.92772 -0.46009
H -1.45672 -4.02892 3.94533
H 4.51776 -10.30328 -2.07158
H 4.22758 5.11635 -0.11054
H -0.85598 0.79401 5.19384
H -3.96435 4.68900 -2.04028
H 4.76725 3.75815 -2.78511
H 0.42181 -0.05617 2.84303
H -5.94320 0.93250 -7.76396
H -3.29556 8.78633 -6.58669
H 1.39989 1.28880 2.25500
H 2.23819 -4.45680 -2.06094
H 3.67053 -8.09106 -1.64959
H 3.22352 -4.18091 10.21101
H -4.00804 4.01620 0.97315
H -5.79206 7.40981 -5.82629
H -1.68494 5.07867 0.01479
H 3.25510 -11.36242 -3.82828
H 4.71301 2.84745 -1.25865
H -0.25552 1.58126 2.74072
H 4.63827 -4.50688 -1.86323
H 3.82739 -2.58968 10.72340
H 2.20387 -10.08378 -3.20813
H -1.63775 5.26745 -1.69414
H -6.29953 2.13523 0.04116
H -4.53204 2.82693 -7.29831
H 4.14429 -2.97562 -1.13025
H 1.38284 -5.65560 5.46729
H -0.07287 -4.97377 3.35571
H -5.55497 2.86946 -1.98067
H -0.21471 -3.07889 5.76716
H 3.62998 -7.67114 -3.37601
H -2.51523 2.12320 -6.19123
H -5.59747 5.65476 -5.83781
H -3.35565 6.51718 -5.78551
H 0.45692 -0.26445 5.76100
*
```